11
Properties=species:S:1:pos:R:3:forces:R:3:nbo_charge:R:1 method="wB97M-V/def2-TZVPD" spin_multiplicity=1 smiles="C#CCNC=O" orbital_gap_ha=0.3968
C 1.6227 -2.0191 -0.3760 -0.3 0.7 -0.2 -0.224
C 1.3478 -0.8574 -0.2067 0.1 -0.7 -0.2 -0.030
C 0.6139 0.4084 -0.3175 0.0 -0.1 -0.5 -0.307
N -0.3976 0.5160 0.7156 0.0 0.1 -0.2 -0.611
C -1.6429 1.0082 0.4310 0.1 0.0 0.2 0.532
O -2.0158 1.4815 -0.6254 0.6 -0.3 0.5 -0.599
H 1.6751 -3.0053 -0.7803 0.4 -0.1 0.4 0.242
H 0.1109 0.2311 -1.2664 -0.3 0.5 -0.2 0.252
H 1.2036 1.3293 -0.4372 0.1 -0.4 0.3 0.226
H -0.2294 -0.0451 1.5448 -0.4 0.4 -0.2 0.408
H -2.2885 0.9523 1.3179 -0.2 0.0 0.0 0.111


11
Properties=species:S:1:pos:R:3:forces:R:3:nbo_charge:R:1 method="wB97M-V/def2-TZVPD" spin_multiplicity=1 orbital_gap_ha=0.3075
C -1.4204 -0.3997 -0.0590 -0.1 0.0 0.0 -0.632
C -0.0085 0.1180 0.0146 0.2 -0.1 0.0 -0.042
C 0.3426 1.3999 0.6328 0.2 0.0 0.0 0.376
O 1.4703 1.8412 0.7292 -0.4 -0.2 0.0 -0.535
C 1.9318 -1.0324 -1.0333 -0.4 0.1 0.3 0.066
N 0.9806 -0.5615 -0.4712 0.1 -0.1 -0.1 -0.225
H -1.6763 -1.0400 0.7946 0.1 0.1 -0.1 0.221
H -1.5776 -0.9792 -0.9741 0.1 0.1 0.1 0.228
H -2.1275 0.4369 -0.0687 0.1 -0.1 0.0 0.225
H -0.5325 1.9635 1.0163 0.1 0.0 0.0 0.113
H 2.6175 -1.7468 -0.5810 -0.1 0.1 -0.1 0.205


11
Properties=species:S:1:pos:R:3:forces:R:3:nbo_charge:R:1 method="wB97M-V/def2-TZVPD" spin_multiplicity=1 smiles=Oc1ccc[nH]1 orbital_gap_ha=0.3137
O 2.0849 0.6611 0.2629 0.1 -0.3 -0.4 -0.693
C 0.8757 0.1008 -0.0755 -0.4 0.0 0.3 0.429
C 0.2254 -1.1353 0.0211 0.2 0.2 0.2 -0.397
C -1.1664 -0.8317 0.1761 0.0 0.1 -0.3 -0.269
C -1.3280 0.5068 -0.0345 -0.2 0.0 -0.1 -0.112
N -0.0790 1.0652 -0.1920 0.0 0.0 0.1 -0.530
H 2.8837 0.2215 -0.0376 -0.3 -0.5 -0.2 0.495
H 0.5314 -2.1402 -0.2566 0.6 0.3 0.8 0.228
H -1.9613 -1.4886 0.5310 0.3 -0.1 -0.9 0.224
H -2.2007 1.0111 -0.4125 -0.2 0.3 0.7 0.211
H 0.1345 2.0292 0.0178 0.0 -0.1 -0.2 0.414


11
Properties=species:S:1:pos:R:3:forces:R:3:nbo_charge:R:1 method="wB97M-V/def2-TZVPD" spin_multiplicity=1 smiles=Nc1ccco1 orbital_gap_ha=0.3276
N -0.9027 1.0333 -1.4677 0.0 0.0 -0.1 -0.816
C -0.3171 0.3026 -0.4535 -0.2 -0.2 0.1 0.455
C -0.8125 -0.4025 0.5957 -0.1 0.3 -0.1 -0.398
C 0.3360 -0.9160 1.3040 1.2 1.6 0.4 -0.390
C 1.4062 -0.4197 0.6313 0.3 -0.3 -1.1 0.121
O 1.0438 0.3275 -0.4411 -0.1 -0.3 -0.7 -0.433
H -0.3266 1.1271 -2.2921 -0.1 -0.1 0.0 0.390
H -1.8466 0.7457 -1.6827 0.1 0.1 0.0 0.389
H -1.8587 -0.5562 0.8194 0.2 0.1 0.0 0.224
H 0.7640 -0.5121 2.2375 -1.1 -1.6 1.5 0.254
H 2.4653 -0.5697 0.7939 -0.1 0.4 0.1 0.204


11
Properties=species:S:1:pos:R:3:forces:R:3:nbo_charge:R:1 method="wB97M-V/def2-TZVPD" spin_multiplicity=1 smiles="CCC(=O)C#N" orbital_gap_ha=0.4033
C -1.5303 0.2238 -0.1165 -0.1 0.0 0.0 -0.608
C -0.0893 -0.0771 -0.5010 0.0 0.0 0.0 -0.495
C 0.8684 0.0936 0.6497 -0.2 0.2 0.3 0.504
O 0.6004 0.5716 1.7230 0.1 -0.2 -0.5 -0.458
C 2.2469 -0.3926 0.3736 1.0 -0.3 -0.2 0.163
N 3.3010 -0.7960 0.1215 -1.0 0.4 0.2 -0.250
H -1.8676 -0.4524 0.6741 0.0 0.1 -0.1 0.220
H -2.1854 0.0949 -0.9823 0.1 0.0 0.1 0.219
H -1.6366 1.2472 0.2531 0.0 -0.2 -0.1 0.224
H 0.2620 0.5843 -1.3060 0.0 -0.1 0.1 0.243
H 0.0306 -1.0973 -0.8892 0.0 0.1 0.1 0.238


11
Properties=species:S:1:pos:R:3:forces:R:3:nbo_charge:R:1 method="wB97M-V/def2-TZVPD" spin_multiplicity=1 orbital_gap_ha=0.3693
C -0.1156 1.4346 -0.6643 0.0 0.0 -0.1 -0.663
C 0.0776 0.1079 -0.0170 -0.5 0.0 0.1 0.318
O 1.4348 -0.2353 0.0401 0.0 0.0 0.1 -0.300
C -0.8492 -0.6800 0.5150 -0.2 0.4 0.1 -0.518
C 0.9124 -2.5019 0.5823 1.2 0.3 0.0 0.251
N 1.5752 -1.5222 0.3809 -0.5 -0.7 0.2 -0.259
H 0.5835 1.6089 -1.4827 0.0 -0.1 0.0 0.231
H 0.0245 2.2247 0.0823 0.0 -0.1 -0.1 0.237
H -1.1414 1.5031 -1.0322 0.1 0.0 0.0 0.239
H -1.8938 -0.5780 0.2733 -0.1 0.5 0.2 0.228
H -0.6081 -1.3616 1.3222 -0.1 -0.3 -0.4 0.237


11
Properties=species:S:1:pos:R:3:forces:R:3:nbo_charge:R:1 method="wB97M-V/def2-TZVPD" spin_multiplicity=1 smiles="CC#CC(N)=O" orbital_gap_ha=0.3973
C -2.3901 0.1532 0.4136 -0.1 0.0 0.0 -0.696
C -0.9503 0.0157 0.2305 0.3 -0.2 -0.1 0.088
C 0.2140 -0.2249 0.0461 -0.6 -0.2 0.0 -0.172
C 1.5989 -0.6373 -0.1956 -0.1 0.1 0.0 0.619
N 2.4532 0.3910 0.0363 0.0 -0.1 0.0 -0.805
O 1.9062 -1.7521 -0.5519 0.1 0.1 0.0 -0.572
H -2.8507 -0.8327 0.3058 0.0 0.1 0.0 0.244
H -2.8244 0.8167 -0.3396 0.1 -0.1 0.1 0.242
H -2.6352 0.5408 1.4063 0.1 0.0 -0.1 0.241
H 3.4482 0.2865 -0.0826 -0.1 0.0 0.0 0.409
H 2.0219 1.2511 0.3231 0.4 0.2 0.0 0.402


11
Properties=species:S:1:pos:R:3:forces:R:3:nbo_charge:R:1 method="wB97M-V/def2-TZVPD" spin_multiplicity=1 orbital_gap_ha=0.3063
O 2.2824 -0.0561 -0.3252 0.1 0.0 0.0 -0.714
C 1.0361 -0.3028 -0.0425 -0.2 0.0 0.0 0.371
C 0.0765 -1.2472 -0.3419 0.2 0.0 0.0 -0.251
N -1.1473 -0.5756 -0.1998 -0.1 0.1 0.0 -0.430
C -1.0210 0.6821 0.1987 0.0 -0.1 0.0 0.082
C 0.3678 0.9278 0.4056 -0.3 -0.1 0.2 -0.677
H 1.5416 1.1494 -0.2411 0.2 0.0 -0.1 0.482
H 0.1163 -2.2246 -0.7931 0.0 0.1 0.0 0.223
H -2.0322 -1.0002 -0.4343 0.1 0.1 0.0 0.418
H -1.8902 1.2860 0.4151 0.1 -0.1 0.0 0.214
H 0.6699 1.3612 1.3584 0.0 0.1 -0.1 0.282


11
Properties=species:S:1:pos:R:3:forces:R:3:nbo_charge:R:1 method="wB97M-V/def2-TZVPD" spin_multiplicity=1 smiles="O=N[C@]12C[C@@H]1C2" orbital_gap_ha=0.3312
O 0.5524 3.0533 -0.1435 0.6 -0.7 0.3 -0.344
N 1.1704 2.0338 0.1706 0.1 2.4 -0.7 0.099
C 0.3879 0.9707 0.4810 -1.6 -1.6 -1.2 0.017
C 0.9272 -0.3926 0.5497 3.1 0.1 -2.4 -0.393
C 0.2065 -0.0800 -0.7570 -0.2 0.7 3.0 -0.130
C -1.0018 0.6377 -0.0208 -0.8 -1.4 -1.5 -0.412
H 0.4855 -1.0227 1.1986 -1.9 -2.0 2.1 0.202
H 2.0357 -0.6386 0.5552 -1.3 1.0 -0.4 0.235
H 0.7329 0.0250 -1.7219 -0.8 0.4 0.7 0.251
H -1.6058 1.2866 -0.6979 0.9 0.0 0.9 0.246
H -1.7504 -0.0317 0.5833 1.9 1.1 -0.8 0.229


12
Properties=species:S:1:pos:R:3:forces:R:3:nbo_charge:R:1 method="wB97M-V/def2-TZVPD" spin_multiplicity=1 orbital_gap_ha=0.3267
C -1.1146 -0.7444 1.0274 0.2 0.3 -0.2 0.126
C 1.7292 -0.0220 -0.1546 0.0 0.0 0.0 -0.690
C -0.8853 0.4908 -0.2877 -0.1 0.1 -0.1 0.580
C 0.3157 -0.4545 -0.0972 -0.3 0.0 0.4 0.319
O -1.6715 0.1199 -1.3716 0.1 0.0 0.3 -0.711
N -0.0954 -1.4880 0.6777 0.0 0.1 -0.2 -0.389
O -0.7789 1.6736 0.0584 0.0 -0.4 -0.1 -0.683
H -2.3214 0.8303 -1.4654 0.1 0.0 0.0 0.490
H -1.4158 -0.6954 2.0797 0.0 0.0 -0.1 0.198
H 2.3809 -0.8963 -0.1446 0.0 0.0 0.0 0.247
H 1.9667 0.5924 0.7182 0.0 0.0 0.0 0.266
H 1.8904 0.5936 -1.0404 0.0 0.0 0.0 0.249


12
Properties=species:S:1:pos:R:3:forces:R:3:nbo_charge:R:1 method="wB97M-V/def2-TZVPD" spin_multiplicity=1 orbital_gap_ha=0.2818
O 1.6697 1.4678 0.7938 0.0 -0.4 0.0 -0.570
C 1.7788 0.2749 0.5541 -0.1 0.1 0.0 0.329
C 0.7287 -0.5607 0.0237 -0.1 0.3 0.0 0.224
O 0.9692 -1.8639 -0.3322 -0.1 -0.1 0.1 -0.678
N -0.4876 -0.0904 -0.1549 0.1 -0.2 0.0 -0.199
C -1.7333 -0.2257 -0.5041 0.1 -0.1 -0.1 -0.141
C -1.2958 1.1273 -0.1040 0.0 0.4 0.1 -0.190
H 2.7271 -0.2757 0.7216 -0.1 0.1 0.0 0.126
H 0.4102 -2.4426 0.2065 0.1 0.0 -0.1 0.477
H -2.2233 -0.8053 -1.2699 0.0 0.1 0.1 0.225
H -1.0041 1.8932 -0.8251 0.0 -0.2 0.1 0.196
H -1.5397 1.5011 0.8904 0.0 -0.1 -0.2 0.199


12
Properties=species:S:1:pos:R:3:forces:R:3:nbo_charge:R:1 method="wB97M-V/def2-TZVPD" spin_multiplicity=1 smiles=Cc1co[n+]([O-])c1 orbital_gap_ha=0.3597
C 0.4051 -0.0270 -0.7282 0.8 0.8 -2.1 -0.680
C -0.5078 -0.0244 0.4207 0.8 0.2 4.4 -0.040
C -1.7973 0.1959 0.7330 1.8 1.0 1.4 0.059
O -2.0024 0.3194 2.1021 -0.1 -0.9 -0.1 -0.352
N -0.7759 0.0071 2.8697 -0.1 0.6 -1.2 0.352
O -0.9447 -0.0514 4.0497 -0.4 0.0 1.8 -0.418
C 0.2533 -0.0884 2.1191 -2.4 0.1 -6.1 -0.094
H 0.2481 -0.8529 -1.5468 0.3 1.6 1.7 0.242
H 0.5049 1.0238 -1.2409 -0.7 -1.9 0.7 0.231
H 1.3872 -0.0865 -0.2480 0.1 -0.6 -0.6 0.235
H -2.6424 0.6357 0.2040 0.2 -0.7 -0.2 0.230
H 1.3103 -0.0683 2.3345 -0.3 -0.3 0.5 0.236


12
Properties=species:S:1:pos:R:3:forces:R:3:nbo_charge:R:1 method="wB97M-V/def2-TZVPD" spin_multiplicity=1 orbital_gap_ha="0.3053 / 0.3053"
O 0.5575 1.1497 1.8529 0.2 0.0 -0.5 -0.495
C 0.8474 1.2546 0.6843 -0.1 0.2 0.4 0.375
C 0.9056 0.0706 -0.2208 -0.5 -0.2 -0.1 -0.043
C 0.5775 -1.1856 0.2691 -0.8 0.0 -0.2 -0.347
N -1.1758 -1.1360 -0.2403 1.4 0.2 0.3 -0.387
C -1.6014 -0.0059 -0.6762 -0.1 -0.4 0.1 0.393
O -1.1767 1.1292 -0.9422 0.4 -0.7 0.3 -0.605
H 1.1021 2.2241 0.2295 0.0 0.0 0.0 0.141
H 1.2636 0.2011 -1.2367 -0.1 0.1 0.1 0.232
H 0.8889 -2.0726 -0.2728 -0.1 0.2 0.0 0.246
H 0.4800 -1.2857 1.3474 0.0 0.0 -0.2 0.257
H -2.6687 -0.3435 -0.7941 -0.2 0.6 -0.2 0.234


12
Properties=species:S:1:pos:R:3:forces:R:3:nbo_charge:R:1 method="wB97M-V/def2-TZVPD" spin_multiplicity=1 orbital_gap_ha=0.4096
O 1.5367 1.2266 -0.0495 -0.2 0.2 0.2 -0.507
C 0.9395 0.7146 -1.2000 0.2 0.2 -0.3 0.320
C 0.3423 -0.4308 -0.5552 0.2 -0.4 0.1 -0.019
C 0.9597 0.1280 0.7269 0.0 -0.1 0.2 -0.093
N -1.6601 -1.1228 1.6230 -0.7 0.4 -0.8 -0.340
C -2.2891 -0.5870 0.8183 0.3 -0.5 0.8 0.096
O -0.4832 0.6277 -1.0606 0.2 0.3 -0.1 -0.514
H 1.3729 0.9809 -2.1562 -0.2 -0.1 0.0 0.196
H 0.1585 -1.4473 -0.8774 0.0 0.1 0.1 0.214
H 1.7544 -0.4818 1.1640 -0.1 0.1 -0.1 0.194
H 0.2556 0.4839 1.4852 0.2 -0.1 -0.2 0.208
H -2.8871 -0.0920 0.0816 0.1 0.0 0.0 0.245


12
Properties=species:S:1:pos:R:3:forces:R:3:nbo_charge:R:1 method="wB97M-V/def2-TZVPD" spin_multiplicity=1 orbital_gap_ha=0.3688
H -2.5159 -0.5302 1.7008 0.0 0.0 0.0 0.350
N -1.5896 -0.3307 2.0915 0.2 -0.1 -0.3 -0.509
C -0.7217 -0.3890 1.1742 -0.2 0.0 0.2 -0.024
C -1.0866 -0.7025 -0.2712 -0.8 -0.4 0.0 0.719
O -2.0845 -1.3073 -0.5703 0.7 0.5 0.3 -0.532
O -0.2155 -0.2983 -1.2245 -0.1 -0.1 0.1 -0.496
C 0.6732 0.7138 -0.8901 0.4 0.1 0.1 0.097
C 1.9801 0.5191 -0.9222 -0.3 0.0 0.0 -0.429
H 0.3287 -0.2281 1.4172 -0.1 0.0 -0.1 0.195
H 0.2030 1.6627 -0.6419 0.1 -0.1 -0.1 0.191
H 2.6388 1.3454 -0.6964 0.0 -0.1 -0.1 0.218
H 2.3900 -0.4549 -1.1671 0.0 0.1 0.0 0.218


12
Properties=species:S:1:pos:R:3:forces:R:3:nbo_charge:R:1 method="wB97M-V/def2-TZVPD" spin_multiplicity=1 smiles="O=CC1=NCCO1" orbital_gap_ha=0.3806
O -2.9607 0.3671 1.0255 0.5 0.3 -0.2 -0.454
C -1.9945 0.9815 0.6551 -0.4 -0.2 0.2 0.387
C -0.7063 0.3047 0.2785 0.0 -0.3 0.3 0.416
N -0.1376 -0.5718 0.9944 -0.2 0.3 -0.2 -0.415
C 1.1585 -0.8093 0.3460 0.2 -0.1 -0.1 -0.283
C 0.9632 -0.2355 -1.0615 0.1 -0.1 0.0 -0.097
O -0.1064 0.7239 -0.8657 -0.1 0.0 0.0 -0.487
H -1.9820 2.0869 0.6022 0.0 -0.1 -0.1 0.129
H 1.4147 -1.8712 0.3615 -0.1 0.2 -0.1 0.217
H 1.9251 -0.2658 0.9135 -0.1 -0.1 -0.1 0.201
H 1.8178 0.2907 -1.4868 -0.1 -0.1 0.1 0.203
H 0.6081 -1.0011 -1.7625 0.0 0.2 0.1 0.184


12
Properties=species:S:1:pos:R:3:forces:R:3:nbo_charge:R:1 method="wB97M-V/def2-TZVPD" spin_multiplicity=1 orbital_gap_ha=0.3769
N -1.5219 -0.3710 0.6909 0.0 0.0 0.1 -0.812
C -0.2495 -0.1988 0.0954 0.0 0.2 -0.1 -0.022
C 1.1073 -0.1538 0.7555 0.5 0.5 -0.3 -0.437
C 0.6936 0.9902 -0.0777 -0.1 0.3 -0.1 0.085
O 0.9174 0.7462 -1.4657 -0.1 0.0 -0.4 -0.493
C -0.0719 -0.2139 -1.4104 -0.5 -0.4 -0.5 0.764
O -0.7085 -0.6372 -2.3253 0.3 0.0 0.4 -0.542
H -1.5665 -1.1641 1.3190 0.1 0.1 -0.1 0.376
H -2.2332 -0.4840 -0.0274 0.1 0.1 0.2 0.386
H 1.2449 0.3457 1.6958 -0.6 -0.9 1.1 0.242
H 1.8869 -0.8547 0.4772 0.0 0.2 -0.1 0.233
H 0.5016 1.9954 0.2727 0.3 0.0 -0.1 0.221


12
Properties=species:S:1:pos:R:3:forces:R:3:nbo_charge:R:1 method="wB97M-V/def2-TZVPD" spin_multiplicity=1 smiles="NC1=CC1.O=C=O" orbital_gap_ha=0.3275
N 0.5471 1.4627 1.0382 0.1 -0.1 0.0 -0.795
C -0.3377 0.5210 0.6019 -0.2 -0.3 0.0 0.199
C -0.9719 -0.6105 0.7015 0.2 0.2 0.2 -0.318
C -1.3799 0.2978 -0.4359 -0.1 0.2 -0.3 -0.426
H 0.9344 2.0402 0.3047 -0.1 0.0 0.1 0.390
H 1.2500 1.1317 1.6854 -0.1 0.0 -0.1 0.385
H -1.1836 -1.5340 1.2150 0.0 0.2 -0.1 0.229
H -2.3243 0.8548 -0.3925 0.2 -0.1 0.1 0.175
H -1.0720 0.0744 -1.4661 0.0 0.0 0.2 0.164
O 1.1064 -2.5038 -1.0036 0.3 0.7 -0.1 -0.508
C 1.5227 -1.4195 -1.0759 0.1 0.0 0.0 1.036
O 1.9682 -0.3447 -1.1676 -0.3 -0.7 0.0 -0.531


12
Properties=species:S:1:pos:R:3:forces:R:3:nbo_charge:R:1 method="wB97M-V/def2-TZVPD" spin_multiplicity=1 smiles=OCc1ccon1 orbital_gap_ha=0.4068
O -2.2852 0.7991 -0.1408 -0.2 0.0 -0.3 -0.701
C -1.4986 -0.3416 0.0801 0.1 -0.3 0.0 -0.086
C -0.0516 -0.0996 -0.2344 -0.1 0.1 0.1 0.124
C 1.0706 -0.7472 0.3599 0.1 0.3 0.0 -0.367
C 2.0598 0.1587 0.1631 -0.1 -0.2 -0.1 0.144
O 1.6347 1.1559 -0.6251 0.2 0.2 0.2 -0.274
N 0.2907 0.9908 -0.8613 -0.2 -0.2 0.3 -0.153
H -1.9156 1.2730 -0.8974 -0.1 0.0 0.1 0.484
H -1.5391 -0.5525 1.1570 -0.1 -0.1 -0.2 0.192
H -1.8846 -1.2242 -0.4441 0.0 0.1 -0.1 0.178
H 1.1018 -1.7309 0.8090 0.0 0.4 0.3 0.242
H 3.0171 0.3185 0.6340 0.2 -0.3 -0.5 0.216


12
Properties=species:S:1:pos:R:3:forces:R:3:nbo_charge:R:1 method="wB97M-V/def2-TZVPD" spin_multiplicity=1 smiles="Cc1coc(=O)[nH]1" orbital_gap_ha=0.3422
C -1.5617 -0.3301 -0.7403 -0.1 0.1 0.0 -0.637
C -0.2830 0.0187 -0.0639 0.0 0.3 0.0 0.096
C 0.1515 1.2491 0.2105 -0.3 0.0 0.0 0.040
O 1.4359 1.2217 0.6995 0.1 -0.1 0.2 -0.452
C 1.8376 -0.0882 0.7606 0.3 -0.2 0.1 0.855
O 2.9212 -0.4546 1.1402 -0.5 0.1 -0.2 -0.607
N 0.7679 -0.8298 0.3047 0.1 0.0 -0.1 -0.615
H -1.3880 -0.7758 -1.7255 0.0 0.0 0.2 0.226
H -2.2149 -0.9874 -0.1622 0.1 0.0 0.0 0.223
H -2.0924 0.6177 -0.8980 0.0 -0.3 0.0 0.234
H -0.3594 2.1945 0.1683 0.2 0.0 -0.1 0.211
H 0.7853 -1.8359 0.3061 0.0 0.1 -0.1 0.426


In the order shown, the computed largest force on an atom values come out to 0.84, 0.50, 1.05, 2.46, 1.09, 1.25, 0.61, 0.40, 3.87, 0.44, 0.38, 6.58, 1.45, 1.15, 0.93, 0.59, 1.50, 0.79, 0.60, 0.57 eV Å⁻¹.
In the order shown, the computed relative energy (zero: lowest compared OMol25 entry of this formula, charge and spin) values come out to 49.07, 60.67, 27.94, 48.71, 15.96, 108.22, 27.56, 88.42, 120.71, 94.61, 100.61, 141.49, 98.76, 86.49, 41.01, 33.08, 53.05, 42.08, 53.77, 1.34 kcal per mole.
In the order shown, the computed DFT total energy values come out to -285.3364, -285.3179, -285.3701, -285.3370, -285.3892, -285.2421, -285.3707, -285.2737, -285.2222, -360.5186, -360.5091, -360.4439, -360.5120, -360.5316, -360.6041, -360.6167, -360.5849, -360.6024, -360.5837, -360.6673 a.u..